{"formula": "C32H88F6N8O8P", "method": "wB97M-V/def2-TZVPD", "e_tot_ha": -3252.61565, "gap_ev": 8.7, "e_lumo_ev": 2.345, "relative_energy_kcal_mol": 0.0, "charge": -1, "homo_ha": -0.2331, "elements": ["P", "F", "F", "F", "F", "F", "F", "C", "C", "C", "O", "C", "N", "H", "H", "H", "H", "H", "H", "H", "H", "H", "H", "H", "C", "C", "C", "O", "C", "N", "H", "H", "H", "H", "H", "H", "H", "H", "H", "H", "H", "C", "C", "C", "O", "C", "N", "H", "H", "H", "H", "H", "H", "H", "H", "H", "H", "H", "C", "C", "C", "O", "C", "N", "H", "H", "H", "H", "H", "H", "H", "H", "H", "H", "H", "C", "C", "C", "O", "C", "N", "H", "H", "H", "H", "H", "H", "H", "H", "H", "H", "H", "C", "C", "C", "O", "C", "N", "H", "H", "H", "H", "H", "H", "H", "H", "H", "H", "H", "C", "C", "C", "O", "C", "N", "H", "H", "H", "H", "H", "H", "H", "H", "H", "H", "H", "C", "C", "C", "O", "C", "N", "H", "H", "H", "H", "H", "H", "H", "H", "H", "H", "H"], "positions_angstrom": [[-0.5671, 0.3402, -0.0741], [-1.4587, -0.0956, 1.2086], [-1.8233, 0.6793, -1.0243], [-0.6084, 1.8560, 0.4855], [0.3834, 0.7581, -1.3287], [0.8053, -0.0230, 0.7407], [-0.6608, -1.1842, -0.6441], [2.9565, 5.3359, 5.4054], [3.2511, 3.9294, 4.9814], [2.0773, 3.3113, 4.2329], [1.8786, 4.0646, 3.0495], [0.8300, 3.5285, 2.3032], [4.4802, 3.8538, 4.1590], [3.8902, 5.8266, 5.6890], [2.2295, 5.3809, 6.2188], [2.5261, 5.9131, 4.5871], [3.4499, 3.2348, 5.8131], [1.1336, 3.2961, 4.7935], [2.2706, 2.2659, 3.9456], [-0.1899, 3.4898, 2.7275], [1.0255, 2.4977, 2.0075], [0.5481, 4.1191, 1.4289], [4.5819, 2.8463, 4.0202], [5.3393, 4.0486, 4.6665], [-2.6837, 0.9525, -5.0046], [-2.7101, 2.1010, -4.0207], [-1.6024, 3.1227, -4.3780], [-1.8134, 4.4210, -3.8446], [-0.6720, 5.2114, -4.0424], [-4.0267, 2.7912, -4.0206], [-2.7377, 1.2573, -6.0550], [-3.5016, 0.2603, -4.8015], [-1.7305, 0.4111, -4.9823], [-2.5081, 1.8092, -2.9904], [-1.5202, 3.3031, -5.4605], [-0.6623, 2.6215, -4.1147], [-0.3356, 5.2032, -5.0842], [0.1842, 4.9084, -3.4231], [-0.9039, 6.2036, -3.6532], [-4.3032, 2.8657, -4.9999], [-4.6325, 2.0500, -3.6597], [-3.0676, 1.9697, 3.5090], [-4.1071, 1.4337, 2.5537], [-5.5035, 1.9795, 2.8291], [-6.3766, 1.5654, 1.7921], [-7.7310, 1.6476, 2.1892], [-3.7717, 1.8092, 1.1534], [-3.0390, 3.0591, 3.4917], [-2.1044, 1.5722, 3.1730], [-3.1136, 1.5211, 4.5087], [-4.1915, 0.3482, 2.6789], [-5.5130, 3.0770, 2.8813], [-5.8593, 1.5337, 3.7688], [-8.3160, 1.2195, 1.3773], [-7.9988, 2.6992, 2.3420], [-7.9029, 1.0810, 3.1111], [-2.7596, 1.6751, 1.0943], [-3.7993, 2.8336, 1.1846], [3.6695, -0.6131, -4.7210], [3.3585, -1.6821, -3.6625], [3.9135, -3.0119, -4.1623], [3.2802, -3.4317, -5.3368], [3.5705, -4.7446, -5.7132], [4.0748, -1.2471, -2.4615], [3.4614, 0.3962, -4.3589], [3.1737, -0.7191, -5.6919], [4.7160, -0.6120, -5.0421], [2.2758, -1.7612, -3.5280], [3.7928, -3.6886, -3.3010], [4.9981, -2.9446, -4.2955], [3.0530, -4.9474, -6.6491], [3.1940, -5.4728, -4.9891], [4.6313, -4.9909, -5.8373], [3.9258, -2.0027, -1.7880], [3.5985, -0.4619, -2.0323], [-4.6116, -3.2756, 0.8821], [-5.2296, -2.2468, -0.1354], [-6.4651, -1.6737, 0.4820], [-7.0340, -0.7340, -0.4732], [-8.2666, -1.1653, -1.0290], [-4.1636, -1.2526, -0.4626], [-5.4519, -3.9336, 1.1463], [-4.2026, -2.8429, 1.7955], [-3.8397, -3.8585, 0.3815], [-5.3733, -2.9038, -0.9971], [-6.2336, -1.0874, 1.3701], [-7.2195, -2.4514, 0.6187], [-8.2246, -2.1984, -1.3875], [-8.4456, -0.4715, -1.8477], [-9.0298, -1.0638, -0.2490], [-3.5475, -1.2060, 0.3475], [-3.5808, -1.8880, -1.0152], [0.4237, -0.3987, 4.3447], [0.7009, -1.8861, 4.1018], [0.2899, -2.7377, 5.3135], [1.2238, -2.6159, 6.3602], [2.3669, -3.4332, 6.2101], [-0.1457, -2.3153, 2.9595], [1.1342, 0.1037, 5.0082], [-0.5869, -0.1424, 4.6828], [0.4100, 0.1531, 3.3984], [1.7026, -2.0808, 3.7237], [0.3361, -3.7799, 4.9524], [-0.7545, -2.6309, 5.6086], [3.1657, -3.0369, 6.8288], [2.7180, -3.4670, 5.1763], [2.1036, -4.4544, 6.4947], [0.2065, -1.8196, 2.1505], [-1.1263, -2.1100, 3.0923], [8.1621, 3.2726, 0.2543], [6.7330, 3.6792, 0.6162], [5.8418, 2.4847, 0.8483], [4.4869, 2.8695, 0.9518], [3.6064, 1.7947, 0.7323], [6.7247, 4.6259, 1.7464], [8.7852, 3.1148, 1.1399], [8.6555, 4.1002, -0.2649], [8.2494, 2.4161, -0.4180], [6.3622, 4.2170, -0.2637], [6.2573, 2.0202, 1.7596], [5.8598, 1.7881, 0.0045], [2.5939, 2.1938, 0.7274], [3.6001, 0.9368, 1.4103], [3.6415, 1.3691, -0.2785], [7.5224, 5.2341, 1.5746], [6.9881, 4.0921, 2.5738], [0.8830, -4.6465, -1.6455], [0.0342, -4.2540, -2.8851], [-0.2948, -5.4478, -3.7719], [0.8615, -5.8155, -4.4853], [0.7353, -6.8660, -5.3982], [-1.1664, -3.5322, -2.3972], [0.7838, -3.9382, -0.8255], [1.9199, -4.7153, -1.9806], [0.5956, -5.6330, -1.2754], [0.6479, -3.5205, -3.4156], [-1.0389, -5.0726, -4.4915], [-0.6977, -6.3167, -3.2420], [1.7046, -7.0213, -5.8699], [-0.0256, -6.6649, -6.1581], [0.5186, -7.8139, -4.8887], [-0.8417, -2.6970, -1.9180], [-1.6602, -3.2039, -3.2247]], "atomic_forces_ev_per_a": [[0.176, 0.113, -1.539], [-0.097, -0.203, -0.183], [-0.454, 0.005, 0.662], [0.481, -0.097, -0.001], [0.253, 0.108, 0.253], [-0.484, 0.115, 0.248], [0.419, -0.227, 0.457], [0.019, 0.595, 0.127], [0.514, -1.079, 0.304], [0.185, 0.240, -1.030], [-0.583, 0.197, 0.263], [-1.326, -0.418, -0.842], [-0.188, -0.897, -0.384], [-0.142, 0.087, 0.242], [0.176, -0.084, 0.138], [0.140, -0.137, -0.171], [-0.575, 0.491, 0.549], [0.213, 0.135, 0.417], [0.206, -0.015, 0.125], [0.403, 0.027, 1.161], [0.159, 0.030, -0.142], [1.079, 0.128, -0.251], [0.041, 0.165, -0.681], [-0.395, 0.567, 0.454], [0.730, -0.603, -0.127], [0.108, 2.046, -0.321], [-0.394, -0.304, -0.749], [0.508, -0.770, 0.488], [0.237, 0.216, 0.838], [0.105, -1.158, -0.075], [-0.380, 0.419, 0.129], [0.101, -0.100, 0.021], [-0.114, -0.162, 0.366], [-0.140, -0.368, -0.081], [-0.255, -0.460, -0.280], [0.237, 0.533, 0.472], [-0.155, 0.266, -0.122], [-0.063, -0.454, -0.084], [-0.152, 0.162, -0.533], [-0.044, 0.233, 0.057], [-0.325, 0.493, 0.111], [0.661, -0.956, 0.280], [-0.632, 0.571, -0.818], [-0.114, -0.587, -0.178], [-0.191, -0.250, 0.388], [0.630, 0.109, -0.368], [0.690, 0.293, 1.139], [0.024, -0.002, 0.300], [0.085, 0.371, -0.262], [-0.508, 0.548, 0.204], [0.226, -0.035, -0.394], [0.105, 0.042, 0.216], [0.005, 0.357, 0.212], [-0.074, 0.055, 0.018], [-0.265, -0.021, 0.096], [-0.104, 0.013, 0.064], [-0.331, -0.335, -0.446], [-0.352, -0.068, -0.373], [-0.077, 0.461, -0.849], [0.698, 1.286, -1.748], [0.232, -0.016, 1.346], [-0.080, 0.277, 0.050], [-0.182, -0.836, 0.121], [-0.290, -1.315, 0.573], [-0.128, -0.073, 0.096], [-0.531, -0.259, 0.379], [0.199, -0.205, 0.614], [-0.035, -0.097, 0.037], [-0.273, -0.605, -0.358], [0.122, 0.232, -0.187], [0.038, 0.146, -0.096], [-0.127, 0.145, 0.200], [0.215, 0.528, -0.087], [0.309, 0.244, 0.174], [-0.092, 0.184, -0.222], [-1.268, -0.135, -0.509], [2.457, -1.005, 1.918], [-0.689, 1.203, -2.046], [-0.116, -0.469, 0.240], [0.849, 0.604, 0.684], [-0.320, -1.491, -0.544], [0.403, -0.304, 0.278], [-0.059, 0.250, -0.067], [0.066, -0.011, 0.086], [-0.740, 0.622, -0.317], [-0.020, -0.208, 0.232], [0.155, -0.125, 0.607], [-0.045, -0.023, -0.103], [-0.328, -0.160, -0.088], [-0.383, -0.160, -0.258], [-0.291, 0.682, 0.283], [0.308, 0.754, -0.538], [0.408, 0.979, -0.277], [-2.723, 0.627, -0.493], [1.533, -1.545, -1.512], [-0.119, 0.676, 0.840], [-0.580, -0.072, -0.317], [0.825, -0.724, 0.264], [-0.019, -0.142, 0.086], [-0.020, -0.728, 0.471], [0.585, -0.181, -0.135], [0.297, 0.077, 0.654], [-0.112, 0.031, 0.000], [0.201, 0.732, 0.392], [-0.042, -0.010, 0.184], [0.030, 0.111, -0.088], [0.221, -0.162, 0.143], [-0.509, 0.033, -0.209], [0.029, 0.329, -0.054], [0.570, 0.099, -0.115], [0.151, 0.550, -0.805], [-0.303, 0.236, -0.031], [0.319, -0.490, 0.471], [-1.386, 0.126, -0.781], [0.308, -0.404, -0.331], [-0.198, -0.344, 0.072], [-0.117, 0.060, -0.013], [-0.171, -0.099, 0.121], [-0.293, 0.013, 0.163], [-0.493, -0.453, 0.052], [0.719, -0.126, 0.038], [0.067, 0.180, 0.379], [0.549, 0.245, 0.479], [0.715, 0.039, -0.170], [-0.151, 0.220, 0.180], [-0.189, 0.120, 0.087], [-0.110, -0.446, -0.817], [0.476, 0.598, 1.841], [-0.323, 0.791, -0.671], [0.754, 0.232, 0.136], [-0.053, -0.345, 0.352], [-0.046, -0.774, -0.764], [0.044, 0.168, -0.120], [0.098, -0.004, 0.285], [-0.090, 0.030, 0.073], [0.113, -0.419, -0.659], [-0.234, -0.340, -0.029], [-0.111, 0.162, 0.264], [-0.006, 0.253, -0.139], [-0.048, -0.019, -0.043], [-0.320, 0.012, 0.008], [-0.159, -0.077, 0.085], [-0.148, 0.111, 0.185]], "lowdin_charge": [0.186, -0.162, -0.155, -0.154, -0.177, -0.174, -0.181, -0.067, -0.438, -0.204, -0.165, -0.147, 0.043, 0.073, 0.077, 0.081, 0.130, 0.129, 0.114, 0.082, 0.050, 0.095, 0.067, 0.062, -0.081, -0.412, -0.217, -0.177, -0.139, 0.037, 0.072, 0.074, 0.077, 0.123, 0.115, 0.125, 0.081, 0.087, 0.084, 0.062, 0.070, -0.074, -0.435, -0.223, -0.200, -0.114, 0.072, 0.081, 0.055, 0.076, 0.131, 0.128, 0.119, 0.079, 0.084, 0.082, 0.017, 0.080, -0.074, -0.429, -0.235, -0.159, -0.129, 0.043, 0.071, 0.072, 0.075, 0.131, 0.114, 0.128, 0.089, 0.069, 0.088, 0.071, 0.061, -0.071, -0.412, -0.183, -0.210, -0.125, 0.070, 0.066, 0.068, 0.071, 0.134, 0.120, 0.113, 0.081, 0.084, 0.078, 0.039, 0.056, -0.063, -0.397, -0.217, -0.192, -0.112, 0.036, 0.068, 0.074, 0.054, 0.132, 0.113, 0.127, 0.084, 0.080, 0.084, 0.037, 0.062, -0.083, -0.445, -0.222, -0.161, -0.118, 0.045, 0.071, 0.070, 0.073, 0.138, 0.129, 0.122, 0.067, 0.092, 0.078, 0.061, 0.057, -0.042, -0.410, -0.197, -0.211, -0.121, 0.041, 0.070, 0.058, 0.072, 0.119, 0.123, 0.128, 0.073, 0.090, 0.088, 0.034, 0.065]}